Entry 1:
# C3H8N2O

A molecular structure, C3H8N2O at a distorted geometry (ωB97M-V/def2-TZVPD, OMol25).

The calculation puts the strongest force on any atom at 4.68 eV/Å. The calculation puts the gap between HOMO and LUMO (alpha / beta) at 0.2970 / 0.2971 hartree. The calculation puts the energy above the lowest of the compared OMol25 structures with the same formula, charge and spin at 133.3 kcal/mol. As for the LUMO energy (alpha / beta): 0.031 / 0.031 hartree. Its electronic energy is -8263.54354 eV. Its HOMO energy (alpha / beta) is -7.2 / -7.2 eV.

```
14
Properties=species:S:1:pos:R:3:forces:R:3
C 0.71032 -0.64079 0.07549 0.0 1.6 0.0
C 2.12074 -0.21862 -0.17655 0.0 0.2 0.1
N -0.29738 0.11187 -0.38768 -0.9 -4.6 0.2
N -1.26149 1.43472 0.57219 0.3 1.4 -0.4
C -1.68900 -0.60923 -0.24506 1.7 0.3 0.1
O -2.05255 -1.23243 0.70960 0.7 0.5 -0.7
H -0.11378 0.61496 -1.25122 -0.4 0.2 0.3
H 0.48410 -1.24469 0.94363 -0.2 -0.2 -0.2
H -2.15787 1.76162 0.21478 -0.1 0.0 0.7
H -1.18136 1.14568 1.54384 -0.8 0.0 -0.2
H -2.05172 -0.79356 -1.26675 -0.5 0.8 0.1
H 2.25485 0.17188 -1.18938 0.0 0.0 0.0
H 2.44128 0.56763 0.51740 0.1 -0.1 0.0
H 2.79385 -1.06904 -0.06030 0.0 0.1 0.0
```
Positions in Å, forces in eV/Å.


Entry 2:
# C5H8FN

2 unconnected molecules or ions with the total composition C5H8FN at a distorted geometry (ωB97M-V/def2-TZVPD, OMol25).

The calculation puts the strongest force on any atom at 4.85 eV/Å. The calculation puts the gap between HOMO and LUMO at 0.3753 hartree. The calculation puts the energy above the lowest of the compared OMol25 structures with the same formula, charge and spin at 55.3 kcal/mol. As for the LUMO energy: 0.039 hartree. Its electronic energy is -9519.39102 eV. Its HOMO energy is -9.1 eV.

```
15
Properties=species:S:1:pos:R:3:forces:R:3
C 2.41479 -0.60883 3.32406 -0.8 -0.3 1.0
C -1.24771 0.32076 -1.52369 -2.1 0.5 1.7
C -0.19097 0.03075 1.29614 3.9 2.5 -1.4
C 0.14639 0.38455 -1.22881 2.7 0.7 2.3
C 0.65227 0.38566 0.02475 -0.3 -1.3 -1.1
N 3.21068 -0.58048 2.49056 0.8 0.4 -0.6
F 2.05058 0.43426 0.16244 -1.6 0.3 0.1
H -1.76615 0.45404 -0.54462 -0.3 -1.2 -1.0
H -1.57473 -0.48493 -2.16261 -0.2 -0.4 0.2
H -1.55667 1.23186 -1.94983 -0.3 1.2 -1.3
H 0.43936 0.48482 2.13023 -1.5 -1.1 -0.6
H -1.07910 0.55198 1.04820 -1.1 0.3 0.9
H -0.27446 -1.01651 1.20377 -0.3 -1.2 0.9
H 0.79424 0.67110 -2.01162 1.0 -0.1 -0.8
H 3.83568 -0.21225 1.80910 0.1 -0.2 -0.3
```
Positions in Å, forces in eV/Å.


Entry 3:
# C50H55IN6O3P2Sn

A molecular structure, C50H55IN6O3P2Sn (ωB97M-V/def2-TZVPD, OMol25).

The calculation puts the strongest force on any atom at 0.61 eV/Å. The calculation puts the gap between HOMO and LUMO at 0.2860 hartree. The calculation puts the energy above the lowest of the compared OMol25 structures with the same formula, charge and spin at 58.2 kcal/mol. Its total charge is +2. As for the LUMO energy: -0.159 hartree. Its electronic energy is -100323.13058 eV. Its HOMO energy is -12.1 eV.

```
118
Properties=species:S:1:pos:R:3:forces:R:3
Sn -0.18521 0.69273 1.08571 0.1 0.5 0.0
N 1.36182 2.34720 2.51942 -0.2 0.0 0.0
C 0.70171 3.62733 2.81580 -0.2 -0.1 0.0
C -0.73729 3.38726 3.25235 0.2 0.0 0.0
N -1.52192 2.57972 2.30196 0.0 0.2 -0.1
C -2.28902 3.36115 1.31824 0.0 0.0 -0.2
C -1.47915 3.64651 0.06188 -0.1 -0.1 0.4
N -1.00804 2.36251 -0.47584 0.1 0.0 0.0
H 1.48006 1.83607 3.39192 0.0 0.0 -0.1
H 2.30072 2.50424 2.15921 0.0 -0.1 -0.1
H 0.73224 4.25011 1.92265 0.1 0.0 0.0
H 1.21086 4.17074 3.61616 0.0 0.1 0.0
H -1.21558 4.35579 3.43278 0.0 -0.1 0.1
H -0.71119 2.84962 4.20096 -0.1 0.0 0.0
H -2.17502 2.02461 2.84129 0.1 -0.1 0.0
H -2.65438 4.30114 1.74403 0.0 0.0 0.0
H -3.15591 2.76662 1.02077 0.0 0.0 0.1
H -0.62124 4.27520 0.29485 0.0 0.0 -0.1
H -2.10396 4.18497 -0.65550 0.0 0.0 0.0
H -0.41407 2.51575 -1.28702 0.1 -0.1 0.0
H -1.80707 1.80079 -0.78338 0.0 -0.2 -0.2
O 1.44804 -1.13708 -2.44225 0.0 0.0 -0.2
C 0.76919 -2.18520 -3.03081 -0.1 -0.2 0.1
C 0.98726 -2.60139 -4.34039 0.0 0.2 -0.1
C 0.33847 -3.72530 -4.82018 0.0 0.0 0.0
C -0.53693 -4.43020 -4.00551 -0.1 -0.1 0.0
C -0.83815 -3.94053 -2.74809 0.0 0.0 -0.1
C -0.21626 -2.79582 -2.25177 0.2 0.3 0.2
P -0.83988 -1.92561 -0.73766 -0.4 -0.3 -0.3
C -0.68859 -3.22159 0.54587 0.1 0.1 0.0
C -1.56281 -3.28131 1.63132 0.0 0.1 0.0
C -1.41694 -4.25958 2.60457 0.0 0.0 0.0
C -0.37672 -5.17508 2.52020 0.0 0.0 0.0
C 0.53067 -5.08983 1.47302 0.0 0.0 0.0
C 0.38162 -4.11431 0.49772 0.0 0.0 -0.1
C -2.60596 -2.02855 -1.26038 0.0 0.0 0.2
C -3.01665 -0.95891 -2.25127 0.1 -0.1 0.0
C -4.32675 -1.24933 -3.04001 -0.1 0.1 0.0
C -5.07317 -2.48279 -2.63407 0.0 0.0 0.0
C -4.69464 -3.26116 -1.62768 -0.1 -0.2 -0.1
C -3.42020 -3.04359 -0.95424 0.1 0.2 0.0
C 2.78415 -0.89886 -2.67287 0.2 0.2 0.1
C 3.64714 -1.73543 -3.37531 -0.1 -0.1 0.0
C 4.95636 -1.34224 -3.59752 0.0 0.0 0.0
C 5.43248 -0.13488 -3.10780 0.1 0.1 0.0
C 4.60319 0.64642 -2.32612 0.0 -0.1 0.0
C 3.28297 0.26984 -2.09158 -0.5 -0.1 0.0
P 2.24446 1.23705 -0.93004 0.6 0.2 0.0
C 2.14469 2.85480 -1.77671 -0.2 -0.1 0.1
C 2.26778 2.96616 -3.16099 0.1 0.0 0.1
C 2.13671 4.20362 -3.77649 0.0 0.0 0.0
C 1.87156 5.33752 -3.02217 0.0 0.0 -0.1
C 1.70258 5.23004 -1.64871 0.0 0.0 0.1
C 1.82271 3.99329 -1.03481 0.0 -0.1 -0.1
C 3.55364 1.46026 0.34800 0.0 0.0 0.0
C 4.20533 2.64296 0.68365 0.0 0.0 -0.1
C 5.21209 2.63767 1.64454 0.0 0.0 0.0
C 5.58055 1.45644 2.26779 0.0 0.0 0.1
C 4.93096 0.27152 1.94047 0.0 0.0 0.0
C 3.92293 0.27684 0.99203 0.0 0.1 0.0
H 1.64373 -2.04031 -4.98998 0.1 0.0 0.0
H 0.52613 -4.05669 -5.83289 0.0 0.0 0.0
H -1.01501 -5.33090 -4.36657 0.0 0.0 0.0
H -1.57872 -4.44754 -2.14487 0.0 0.0 0.0
H -2.37716 -2.57095 1.70632 0.0 0.0 0.0
H -2.12774 -4.32194 3.41905 0.0 0.0 0.0
H -0.28547 -5.96134 3.25896 0.0 0.0 0.0
H 1.34262 -5.80425 1.40411 0.0 0.0 0.0
H 1.09140 -4.05542 -0.31991 0.0 -0.1 0.0
H -2.18815 -0.80745 -2.94914 -0.1 0.0 0.0
H -4.10960 -1.29768 -4.10898 0.0 0.0 0.0
H -5.99157 -2.67851 -3.17794 0.0 -0.1 0.0
H -5.27718 -4.12950 -1.34518 0.0 0.1 0.0
H -3.11010 -3.79721 -0.24298 0.0 0.0 0.0
H 3.31746 -2.69497 -3.74033 0.0 0.0 0.0
H 5.60908 -1.98858 -4.16938 0.0 0.0 0.0
H 6.44860 0.17788 -3.30618 0.0 0.0 0.0
H 4.98165 1.55784 -1.87974 0.0 0.0 0.0
H 2.48401 2.08912 -3.75680 0.0 0.0 0.0
H 2.24970 4.28350 -4.84968 0.0 0.0 0.0
H 1.80395 6.30428 -3.50343 0.0 0.0 0.0
H 1.47616 6.11139 -1.06098 0.0 0.0 0.0
H 1.67627 3.90128 0.03595 0.0 0.1 0.0
H 3.96012 3.56940 0.17894 0.0 0.0 0.0
H 5.72659 3.55813 1.88927 0.0 0.0 0.0
H 6.38566 1.45299 2.99109 0.0 0.0 0.0
H 5.22940 -0.65873 2.40838 0.0 0.0 0.0
H 3.42852 -0.64713 0.71374 0.0 0.0 0.1
O -2.78732 0.04500 1.22952 0.0 0.0 0.1
C -4.16015 0.15894 0.83856 -0.2 0.0 -0.1
C -4.32249 0.20494 -0.66156 0.2 -0.1 0.1
C -5.46745 0.01404 -1.29803 -0.1 0.1 -0.1
C -5.30723 -0.02531 -2.79980 0.2 0.0 0.1
C -4.55108 1.19831 -3.23467 -0.2 -0.1 0.0
C -3.43694 1.36421 -2.54591 0.1 0.1 0.0
N -3.15465 0.37406 -1.51495 -0.1 0.1 0.0
H -2.74896 -0.17478 2.17384 0.0 0.0 -0.1
H -4.59779 1.06221 1.27935 0.0 0.0 0.1
H -4.71998 -0.70277 1.20998 0.0 0.0 0.1
H -6.42062 -0.16479 -0.81802 0.0 0.0 0.0
H -6.24116 -0.17123 -3.33385 0.0 0.0 0.0
H -4.89320 1.83885 -4.03546 0.1 0.0 0.0
H -2.69965 2.13704 -2.73057 0.0 0.0 0.0
N 0.52279 -0.13252 5.23443 -0.1 0.0 -0.2
C -0.78098 -0.01078 4.92372 -0.1 -0.1 0.2
O -1.18227 0.08384 3.76473 -0.1 0.0 0.0
C -1.72650 0.02622 6.09961 0.1 0.2 0.1
I -1.64624 1.98856 6.98179 -0.1 -0.2 0.0
H 1.19689 -0.20348 4.48950 0.0 -0.1 -0.1
H 0.83286 -0.18805 6.18883 0.0 0.0 0.0
H -1.44202 -0.67536 6.87816 0.0 0.0 0.0
H -2.74909 -0.14346 5.78767 0.0 0.0 -0.1
C 2.59551 -3.36247 3.63107 0.2 -0.2 0.1
C 1.97274 -2.25394 2.93680 -0.2 0.2 -0.1
N 1.48425 -1.36797 2.39202 0.2 -0.1 0.2
H 1.96252 -3.68781 4.45523 0.0 0.0 0.0
H 3.56908 -3.06139 4.01634 0.0 0.0 0.0
H 2.72659 -4.19277 2.93888 0.0 0.0 0.0
```
Positions in Å, forces in eV/Å.


Entry 4:
# C4H11NO2

A molecular structure, C4H11NO2 at a distorted geometry (ωB97M-V/def2-TZVPD, OMol25).

The calculation puts the strongest force on any atom at 7.40 eV/Å. The calculation puts the gap between HOMO and LUMO at 0.3305 hartree. The calculation puts the energy above the lowest of the compared OMol25 structures with the same formula, charge and spin at 140.0 kcal/mol. As for the LUMO energy: -0.037 hartree. Its electronic energy is -9906.16963 eV. Its HOMO energy is -10.0 eV.

```
18
Properties=species:S:1:pos:R:3:forces:R:3
C -0.67265 -1.35920 -0.92504 -3.5 -0.8 5.4
N 0.78264 -1.28561 -1.16256 -4.6 2.0 0.8
C 1.09059 -0.18987 1.03814 1.2 -0.9 0.4
C 1.19383 -0.00596 -0.49688 1.8 -0.9 -0.4
C 0.26243 1.06393 -0.96502 1.9 4.7 0.4
O -1.63821 -0.60909 -0.23487 5.1 -3.6 -3.9
H -0.95470 -2.43239 -1.00726 -0.2 0.8 -1.0
H -0.20193 -0.80725 -1.92414 1.9 -0.3 -1.1
H 2.05852 -0.67272 1.20622 -0.3 -0.3 0.8
H 0.28190 -0.91322 1.26336 0.5 0.7 0.2
H 1.07183 0.68851 1.75168 -0.4 -0.7 -1.5
H 2.34912 0.05665 -0.75608 -2.5 0.5 0.2
H -0.29858 1.00594 -1.91558 0.3 -0.4 0.5
H -0.37938 1.37068 -0.10266 0.3 -0.2 -1.2
H 1.01338 1.94732 -1.13353 -1.6 -1.0 0.2
H -2.54179 1.16264 2.19296 1.2 -0.5 -0.3
H -1.77989 0.16259 1.18621 0.4 1.7 1.8
O -1.63710 0.81705 1.98507 -1.6 -0.9 -1.2
```
Positions in Å, forces in eV/Å.


Entry 5:
# C11H20ClN4O4

3 unconnected molecules or ions with the total composition C11H20ClN4O4 at a distorted geometry (ωB97M-V/def2-TZVPD, OMol25).

The calculation puts the strongest force on any atom at 5.77 eV/Å. The calculation puts the gap between HOMO and LUMO at 0.2627 hartree. Its total charge is +1. As for the LUMO energy: -0.159 hartree. Its electronic energy is -38393.43760 eV. Its HOMO energy is -11.5 eV.

```
40
Properties=species:S:1:pos:R:3:forces:R:3
N 2.62594 1.98955 1.63537 0.0 0.7 -0.4
C 1.82022 0.90039 1.52003 -1.9 -2.5 0.0
N 1.53957 0.04550 0.38652 -2.0 -0.4 4.6
C 0.56737 -0.93946 0.89561 2.2 4.1 2.3
Cl -0.20808 -2.32625 0.04396 1.0 2.9 2.0
N 0.35553 -0.56019 2.26252 -0.9 -3.0 0.0
C -0.56421 -1.17615 3.27890 -1.1 -0.2 -0.4
C -1.94346 -0.28148 3.22291 0.1 -1.5 0.5
O -1.91086 0.69097 2.14506 0.3 1.4 3.0
C -1.73055 2.01794 2.62272 0.4 3.3 -4.5
O -1.59491 2.92493 1.75569 -0.4 -3.9 3.9
N 1.08495 0.50581 2.70951 1.2 -0.7 -5.6
H 3.60003 1.90116 1.95288 -0.9 0.1 -0.5
H 2.24780 2.89886 1.31458 0.8 -1.0 0.2
H -0.79655 -2.27009 2.99299 0.6 1.9 0.3
H -0.11500 -1.17364 4.34242 -0.4 0.1 -1.9
H -2.03907 0.20052 4.25263 -0.3 -0.5 -1.5
H -2.78775 -1.02367 2.99932 1.1 1.4 0.5
H -1.69471 2.33349 3.72053 -0.3 -1.3 -1.1
H 1.07735 0.90554 3.66763 -0.1 -0.6 -1.0
C 2.31791 -2.66327 -1.69162 0.3 0.1 0.2
C 3.56017 -3.34390 -2.20419 0.8 -0.1 0.3
O 4.59357 -3.33535 -1.56273 -0.6 0.1 -0.2
C 3.47228 -4.03381 -3.53914 0.3 -0.1 0.0
H 2.52914 -2.20966 -0.72093 0.1 -0.1 -0.2
H 2.01093 -1.87793 -2.38595 -0.2 -0.1 0.0
H 1.51841 -3.39516 -1.57007 0.1 0.0 -0.3
H 3.21654 -3.30974 -4.31579 -0.2 -0.1 0.0
H 2.72226 -4.82680 -3.49938 -0.1 0.1 -0.1
H 4.43971 -4.47892 -3.78057 -0.1 0.1 0.1
C -3.45291 2.93254 -3.40909 0.1 -0.3 -0.3
C -2.74091 2.05680 -2.41274 0.2 -0.6 -0.3
O -2.24293 0.99555 -2.74436 -0.2 0.5 0.2
C -2.66733 2.54240 -0.98951 0.2 -0.4 0.0
H -3.42754 2.45707 -4.39196 0.0 0.1 0.1
H -4.49510 3.06384 -3.11056 0.1 0.2 0.0
H -2.95351 3.90148 -3.47605 -0.2 0.1 0.1
H -3.67449 2.65617 -0.58257 0.1 0.2 0.0
H -2.13277 3.49351 -0.94828 -0.2 0.1 0.1
H -2.12706 1.81144 -0.38627 -0.1 0.1 -0.2
```
Positions in Å, forces in eV/Å.


Entry 6:
# C6H12O

A single C6H12O molecule at a distorted geometry (ωB97M-V/def2-TZVPD, OMol25).

The calculation puts the strongest force on any atom at 2.58 eV/Å. The calculation puts the gap between HOMO and LUMO at 0.3737 hartree. The calculation puts the energy above the lowest of the compared OMol25 structures with the same formula, charge and spin at 34.2 kcal/mol. As for the LUMO energy: 0.039 hartree. Its electronic energy is -8462.87093 eV. As for the SMILES: C[C@@H]1OCC[C@@H]1C. Its HOMO energy is -9.1 eV.

```
19
Properties=species:S:1:pos:R:3:forces:R:3
C 1.85009 -0.47710 0.06414 0.0 -0.1 0.0
C 0.80084 0.37997 -0.63732 0.0 -0.2 -0.1
O 0.78688 1.67383 -0.04339 -0.3 0.1 -0.2
C -0.39867 1.85577 0.70535 0.3 -0.6 1.9
C -1.18338 0.50846 0.69247 -0.2 0.0 -0.3
C -0.65799 -0.13577 -0.56347 -0.1 0.0 -0.3
C -0.81915 -1.64103 -0.66303 0.0 -0.1 -0.1
H 1.57888 -0.66307 1.10998 0.0 0.0 -0.1
H 1.98460 -1.44009 -0.43990 0.0 0.1 0.1
H 2.81118 0.04833 0.06020 -0.2 -0.1 0.0
H 1.08465 0.50092 -1.69173 0.0 0.0 0.2
H -0.28055 1.68871 1.74843 1.8 1.0 1.6
H -0.65147 2.92166 0.73951 -1.1 -0.4 -1.2
H -0.82549 -0.08230 1.56740 -0.3 0.3 -0.5
H -2.26430 0.58970 0.81368 0.0 0.0 -0.4
H -1.21649 0.35357 -1.36445 0.1 -0.2 -0.4
H -1.87840 -1.91014 -0.61104 0.1 0.0 0.0
H -0.42634 -1.98986 -1.62264 -0.1 -0.1 0.1
H -0.29490 -2.18157 0.13581 -0.1 0.2 -0.1
```
Positions in Å, forces in eV/Å.